No. 1
The following is a DFT calculation (wB97M-V/def2-TZVPD) of 2 unconnected molecules or ions with the total composition C4H12N2S2 in a non-equilibrium geometry.

Values from the calculation:
Total energy (eV): -28992.46802
Energy relative to the best compared isomer or geometry (same formula, charge and spin) (kcal per mole): 20.3
F_max (eV Å⁻¹): 2.2
Charge: 0
SMILES string: C/N=C\N.CSSC
Highest occupied orbital energy (eV): -7.788

```
20
C4H12N2S2 | OMol25 | wB97M-V/def2-TZVPD
C -1.9953 0.7179 -1.6237
S -1.4700 -0.9226 -2.1781
S -1.9130 -2.1530 -0.5896
C -0.3070 -2.9289 -0.3571
H -3.0793 0.7539 -1.5591
H -1.5184 0.9521 -0.6752
H -1.6395 1.4147 -2.3803
H 0.4879 -2.2270 -0.5678
H -0.2474 -3.2827 0.6709
H -0.1901 -3.8099 -0.9847
C 1.2412 0.9598 -0.4046
N 1.5693 1.6448 2.3935
C 0.5203 0.9635 1.8288
N 0.5004 0.3774 0.7013
H 0.7427 1.8069 -0.8649
H 1.3538 0.1858 -1.1605
H 2.2623 1.2571 -0.1407
H 1.5357 1.8271 3.3797
H 2.4940 1.5292 2.0173
H -0.3477 0.9338 2.4948
```

---

No. 2
The following is a DFT calculation (wB97M-V/def2-TZVPD) of a molecular structure, C40H38AsMnN5O3S.

Values from the calculation:
Multiplicity: 5
Total energy (eV): -158661.77901
Energy relative to the best compared isomer or geometry (same formula, charge and spin) (kcal per mole): 0.0
F_max (eV Å⁻¹): 0.9
Charge: +3
Highest occupied orbital energy (spin up / spin down) (eV): -15.485 / -15.499

```
89
C40H38AsMnN5O3S | OMol25 | wB97M-V/def2-TZVPD
Mn -0.2174 -0.7018 0.4773
C -1.9742 3.3757 0.8229
C -1.6503 1.9756 0.4238
N -0.4698 1.5291 0.1754
N 0.6259 2.3347 0.2574
C 1.8533 1.7651 0.2130
N 2.9010 2.5846 0.1901
S 2.0921 0.0866 0.2166
C -2.7027 0.9366 0.2904
C -4.0429 1.2572 0.1538
C -4.9692 0.2349 -0.0168
C -4.5283 -1.0760 -0.0388
C -3.1705 -1.3238 0.1045
N -2.2784 -0.3471 0.2646
H -1.2153 3.7556 1.5091
H -2.9302 3.4263 1.3361
H -2.0257 4.0363 -0.0450
H 0.5140 3.3452 0.2606
H 2.8095 3.5835 0.0695
H 3.8300 2.1951 0.1314
H -4.3634 2.2867 0.1623
H -6.0165 0.4668 -0.1359
H -5.2127 -1.8995 -0.1693
H -2.7859 -2.3358 0.0923
O -0.2555 -0.4536 2.2854
As 0.0039 -0.1221 3.9374
C 1.4095 -1.2286 4.5783
C 1.2234 -2.6093 4.5106
C 2.1924 -3.4473 5.0327
C 3.3289 -2.9100 5.6242
C 3.5031 -1.5369 5.7011
C 2.5395 -0.6843 5.1799
C 0.4394 1.7332 4.0352
C -0.4100 2.6172 4.6917
C -0.0960 3.9698 4.7209
C 1.0540 4.4289 4.0971
C 1.8970 3.5440 3.4348
C 1.5927 2.1925 3.3977
C -1.6242 -0.4949 4.8420
C -2.7741 -0.8000 4.1229
C -3.9475 -1.0704 4.8103
C -3.9642 -1.0319 6.1966
C -2.8111 -0.7284 6.9085
C -1.6300 -0.4624 6.2338
H 0.3200 -3.0261 4.0724
H 2.0548 -4.5185 5.0015
H 4.0750 -3.5676 6.0445
H 4.3808 -1.1279 6.1783
H 2.6639 0.3882 5.2669
H -1.3047 2.2577 5.1869
H -0.7409 4.6610 5.2436
H 1.3047 5.4790 4.1400
H 2.8052 3.9081 2.9742
H 2.2547 1.4960 2.8905
H -2.7477 -0.8266 3.0346
H -4.8491 -1.3153 4.2685
H -4.8793 -1.2445 6.7280
H -2.8303 -0.7064 7.9876
H -0.7261 -0.2421 6.7929
C 4.4427 -4.5414 1.3834
O 3.2509 -4.3065 0.6320
C 3.3624 -3.6052 -0.5217
C 4.4662 -2.8535 -0.9093
C 4.4580 -2.2205 -2.1424
C 3.3695 -2.3257 -3.0016
C 2.2662 -3.0692 -2.6278
C 2.2597 -3.6888 -1.3853
N 1.2584 -4.6080 -0.9752
C 0.0044 -4.7268 -1.2860
C -0.8385 -3.8089 -2.0117
C -1.7215 -4.3777 -2.9432
C -2.4786 -3.5857 -3.7830
C -2.3832 -2.1987 -3.6789
C -1.5726 -1.6139 -2.7213
C -0.8117 -2.4051 -1.8629
O -0.0922 -1.8502 -0.8958
H 5.2383 -4.9092 0.7342
H 4.1852 -5.3026 2.1171
H 4.7565 -3.6275 1.8908
H 5.3321 -2.7824 -0.2709
H 5.3266 -1.6570 -2.4481
H 3.3963 -1.8599 -3.9734
H 1.4458 -3.2025 -3.3151
H 1.6495 -5.3416 -0.3833
H -0.4381 -5.6698 -0.9811
H -1.7691 -5.4545 -3.0280
H -3.1313 -4.0372 -4.5132
H -2.9564 -1.5699 -4.3448
H -1.5136 -0.5370 -2.6215
```

---

No. 3
The following is a DFT calculation (wB97M-V/def2-TZVPD) of a gas-phase ion, C2H5NO2 (charge +1) in a non-equilibrium geometry.

Values from the calculation:
Multiplicity: 2
Total energy (eV): -7731.02038
Energy relative to the best compared isomer or geometry (same formula, charge and spin) (kcal per mole): 0.7
F_max (eV Å⁻¹): 1.9
Charge: +1
Highest occupied orbital energy (spin up / spin down) (eV): -17.631 / -17.322

```
10
C2H5NO2 | OMol25 | wB97M-V/def2-TZVPD
C 0.0113 -0.2531 -1.3234
N -0.6592 0.2238 -0.1492
C -0.1074 0.2846 1.1417
O 0.9527 -0.5068 1.2453
O -0.5582 0.9942 1.9730
H -0.7184 -0.6163 -2.0383
H 0.6981 0.5280 -1.6698
H 0.5842 -1.1396 -1.0378
H -1.5778 0.6809 -0.1916
H 1.3749 -0.1957 2.0501
```

---

No. 4
The following is a DFT calculation (wB97M-V/def2-TZVPD) of a gas-phase ion, C3H9N2S (charge -1) in a non-equilibrium geometry.

Values from the calculation:
Total energy (eV): -17072.71193
Energy relative to the best compared isomer or geometry (same formula, charge and spin) (kcal per mole): 18.8
F_max (eV Å⁻¹): 1.8
Charge: -1
SMILES string: NCNCC[S-]
Highest occupied orbital energy (eV): -2.300

```
15
C3H9N2S | OMol25 | wB97M-V/def2-TZVPD
C -0.6862 0.1491 0.9599
C -0.6008 -1.3741 1.2741
S -2.2321 -2.1118 1.5693
N -0.6495 0.4388 -0.4990
C 0.6327 0.2667 -1.1293
N 1.4712 1.4872 -0.8809
H -1.6481 0.5575 1.2651
H 0.0904 0.7717 1.4100
H 0.0483 -1.4762 2.1467
H -0.1754 -1.8224 0.3751
H -1.2697 -0.2385 -0.9345
H 0.4852 0.1670 -2.2053
H 1.2375 -0.5356 -0.6915
H 2.2962 1.4020 -1.4588
H 1.0004 2.3185 -1.2008
```